The following is a DFT calculation (wB97M-V/def2-TZVPD) of a molecular structure, C30H30AsN4O6Tl.

Element x y z (Å)
Tl: 0.294 0.674 0.650
C: -1.258 -1.187 3.717
C: -1.977 0.065 3.809
C: -1.184 1.062 3.329
C: 0.076 0.485 2.875
C: -0.034 -0.949 3.170
H: -1.655 -2.159 3.986
H: -3.001 0.181 4.142
H: -1.452 2.105 3.246
H: 1.015 1.013 3.022
H: 0.745 -1.665 2.952
O: 2.152 -0.825 1.036
C: 2.814 -1.631 0.303
C: 4.202 -1.858 0.564
C: 4.966 -2.717 -0.186
C: 4.413 -3.413 -1.267
C: 3.076 -3.212 -1.551
C: 2.262 -2.363 -0.796
C: 0.867 -2.183 -1.192
N: 0.030 -1.219 -0.850
C: -1.117 -1.381 -1.592
C: -1.005 -2.495 -2.356
N: 0.255 -2.994 -2.096
H: 4.625 -1.300 1.391
H: 6.017 -2.845 0.057
H: 5.016 -4.071 -1.880
H: 2.662 -3.712 -2.421
H: -1.924 -0.673 -1.498
H: -1.679 -2.965 -3.050
H: 0.640 -3.847 -2.452
C: 1.616 4.592 -1.323
As: 0.822 3.879 0.303
C: -1.108 4.029 0.432
C: 1.153 5.565 1.336
O: 1.642 2.852 1.352
H: 1.557 5.680 -1.301
H: 1.142 4.187 -2.210
H: 2.662 4.282 -1.308
H: -1.410 4.934 -0.100
H: -1.341 4.155 1.491
H: -1.607 3.155 0.024
H: 0.591 6.410 0.922
H: 2.220 5.796 1.309
H: 0.858 5.401 2.373
O: -4.390 1.374 0.983
C: -3.482 0.546 0.811
O: -2.315 0.742 0.386
C: -3.886 -0.923 1.042
C: -5.227 -1.243 1.204
C: -5.643 -2.558 1.390
C: -4.712 -3.581 1.430
C: -3.378 -3.241 1.273
C: -2.943 -1.944 1.084
N: -2.377 -4.327 1.294
O: -2.753 -5.444 1.622
O: -1.240 -4.065 0.981
H: -5.931 -0.421 1.187
H: -6.696 -2.786 1.506
H: -4.992 -4.613 1.575
H: -1.891 -1.727 0.986
N: 0.329 2.050 -0.940
C: 1.139 1.643 -1.975
C: 2.392 0.994 -1.834
C: 3.165 0.630 -2.923
C: 2.753 0.912 -4.225
C: 1.531 1.558 -4.399
C: 0.746 1.906 -3.312
H: 2.746 0.785 -0.829
H: 4.105 0.115 -2.748
H: 3.358 0.623 -5.077
H: 1.175 1.778 -5.402
H: -0.220 2.379 -3.457

Its lowest unoccupied orbital energy is 4.31 eV. For the HOMO energy, the calculation gives -1.43 eV. The total energy is -115371.2430 eV. The relative energy (zero: lowest compared OMol25 entry of this formula, charge and spin) comes out at 58.0 kcal/mol. As for the charge: -2.

Atomic partial charges in e from the Löwdin method, atoms 1 to 5: number 1, Tl, carries 1.050; number 2, C, carries -0.143; number 3, C, carries -0.133; number 4, C, carries -0.148; number 5, C, carries -0.317


The following is a DFT calculation (wB97M-V/def2-TZVPD) of a molecular structure, C4H9NO2 at a distorted geometry.

Element x y z (Å)
C: 0.218 -1.269 -2.188
N: -0.037 -0.733 -0.869
C: -0.821 -1.362 0.013
O: -1.108 -0.973 1.146
C: 0.079 0.910 1.849
C: 0.270 1.937 0.840
O: 0.842 1.747 -0.249
H: -0.183 -0.601 -2.960
H: 1.297 -1.378 -2.347
H: -0.254 -2.253 -2.303
H: -1.230 -2.322 -0.351
H: -0.686 0.736 2.605
H: 0.948 0.324 2.163
H: -0.235 2.922 0.954
H: 0.541 2.097 2.335
H: 0.356 0.218 -0.638

Its lowest unoccupied orbital energy is 0.90 eV. For the HOMO energy, the calculation gives -9.42 eV. The total energy is -9876.2728 eV. The relative energy (zero: lowest compared OMol25 entry of this formula, charge and spin) comes out at 87.3 kcal/mol.

Atomic partial charges in e from the Löwdin method, atoms 1 to 5: number 1, C, carries -0.086; number 2, N, carries -0.010; number 3, C, carries -0.344; number 4, O, carries -0.047; number 5, C, carries -0.023


Number 1 is which compound?
C30H30AsN4O6Tl


The highest relative energy (zero: lowest compared OMol25 entry of this formula, charge and spin) belongs to which entry?
C4H9NO2


Which formula does entry 1 have?
C30H30AsN4O6Tl